ORCA calculation (wB97M-V/def2-TZVPD) on a 2-piece molecular cluster, CH3F overall in a non-equilibrium geometry.

Computed properties:
- HOMO level (spin up / spin down) (Ha) = -0.392 / -0.326
- HOMO-LUMO gap (spin up / spin down) (eV) = 10.9 / 8.3
- DFT total energy (hartree) = -139.575441
- energy relative to the best compared isomer or geometry (same formula, charge and spin) (eV) = 4.624

Geometry as ORCA input:
```
! RIJCOSX wB97M-V def2-TZVPD def2/J DEFGRID3
* xyz 0 1
C -0.37910 -0.42848 0.16560
F -1.31034 0.44389 0.35558
H -0.03687 -0.49504 -0.81835
H 1.34227 1.01034 -0.70212
H 0.38404 -0.53072 0.99929
*
```